[1]
ORCA calculation (ωB97M-V with the def2-TZVPD basis set) on C22H24Cl5MnN4O4 as an isolated structure at a distorted geometry.

Atoms and positions in Å:
Mn: 2.03014 1.67478 -1.24811
Cl: 0.44963 -1.07738 0.83463
O: -0.14520 -0.50434 1.98619
O: -0.58663 -1.71487 0.06169
O: 0.94009 0.03517 0.04577
O: 1.50952 -2.07401 1.04322
N: -6.28402 -0.09988 1.03757
C: -6.04680 0.87516 1.95785
C: -4.78882 1.32251 2.26823
C: -3.68305 0.77437 1.59782
C: -3.91225 -0.23128 0.66173
C: -5.26846 -0.59645 0.37932
H: -6.89986 1.29508 2.47007
H: -4.60038 2.08727 3.00716
H: -2.65723 0.93555 1.89465
H: -3.06897 -0.77497 0.26212
H: -5.61473 -1.37275 -0.28690
N: 1.94964 -4.70101 -3.58883
C: 3.20588 -4.50145 -4.03648
C: 4.25784 -4.21529 -3.15394
C: 3.92871 -3.98884 -1.76913
C: 2.66232 -4.27869 -1.34027
C: 1.70116 -4.65749 -2.28716
H: 3.38823 -4.68562 -5.08493
H: 5.27935 -4.09999 -3.48507
H: 4.75934 -3.83236 -1.09684
H: 2.37066 -4.19731 -0.30358
H: 0.68795 -4.86855 -1.97853
N: 0.37740 2.99139 -0.93002
C: -0.94053 2.53886 -0.98684
C: -2.02563 3.40513 -0.83042
C: -1.84882 4.80670 -0.75082
C: -0.54472 5.30492 -0.66281
C: 0.47897 4.36630 -0.70922
H: -1.13778 1.47748 -1.01807
H: -3.03204 3.03915 -0.69043
H: -2.71703 5.44558 -0.68413
H: -0.35664 6.35390 -0.48773
H: 1.47568 4.75545 -0.56251
N: 2.99657 2.79406 0.39712
C: 2.66026 2.65729 1.70888
C: 3.29243 3.27138 2.77137
C: 4.44756 4.04501 2.59956
C: 4.88138 4.21719 1.29315
C: 4.15669 3.60396 0.24264
H: 1.69472 2.20694 1.88586
H: 2.86791 3.08889 3.74753
H: 4.95342 4.55457 3.40633
H: 5.70419 4.87869 1.06559
H: 4.55414 3.81486 -0.73918
C: -0.78158 -4.09113 2.74236
Cl: -1.01255 -5.25588 4.10707
Cl: -0.26735 -4.91202 1.29223
H: -1.73671 -3.60752 2.53753
H: -0.08819 -3.31943 3.07670
C: -2.63748 -2.97733 -2.58176
Cl: -4.25214 -2.37278 -2.78810
Cl: -2.08158 -3.65234 -4.12741
H: -1.99299 -2.14663 -2.29423
H: -2.65160 -3.81000 -1.87850

Force components x, y, z for each atom (eV/Å):
Mn -1.2 0.1 2.5
Cl -1.5 -3.6 -0.2
O 0.8 -0.1 0.9
O 0.3 0.2 -0.2
O 2.2 2.6 -2.1
O -0.8 2.1 0.3
N -0.5 1.5 1.0
C -0.1 -0.6 -0.6
C 1.1 0.3 -0.4
C -0.7 -1.3 -0.2
C -1.0 0.1 0.0
C 1.0 -0.1 0.6
H -0.2 -0.1 0.0
H -0.3 0.0 0.2
H 0.1 0.5 0.1
H 0.0 0.0 -0.3
H 0.8 -0.2 -0.4
N 3.4 1.0 2.7
C -0.1 -0.7 -0.9
C -1.7 0.9 1.6
C 1.0 -1.5 -2.2
C -0.2 0.3 -0.3
C -1.8 -0.2 -0.6
H 0.0 0.1 -0.2
H -0.1 -0.1 -0.4
H -0.1 0.4 0.3
H -0.3 -0.1 0.1
H -0.2 -0.1 0.1
N -2.5 1.6 -0.2
C 0.6 1.2 0.7
C 0.5 0.8 0.0
C 0.6 -1.1 0.2
C -0.7 -1.4 0.0
C 0.7 -0.8 -0.5
H 0.3 -0.2 -0.2
H 0.0 -0.4 -0.4
H 0.0 0.1 0.0
H 0.2 -0.1 -0.1
H 0.3 -0.3 -0.1
N 3.5 1.6 0.6
C -1.0 0.5 -0.9
C 0.7 0.0 0.3
C -0.8 -0.4 -0.5
C -1.3 -0.7 -0.9
C -0.6 -0.5 0.9
H 0.1 -0.6 0.0
H 0.0 0.1 0.1
H -0.1 -0.2 0.2
H 0.1 -0.2 -0.2
H -0.4 -0.3 -0.4
C -0.7 0.2 1.2
Cl 0.1 0.6 -0.7
Cl 0.3 -0.2 -0.4
H 0.1 -0.3 0.0
H 0.2 -0.4 -0.3
C 0.1 -0.3 -0.1
Cl -0.7 0.3 0.2
Cl 0.5 -0.1 -0.2
H 0.0 -0.4 0.1
H 0.1 0.4 0.1

Computed properties:
Strongest force on any atom ... 0.08737 hartree/bohr
DFT total energy ... -131259.5495 eV
Spin multiplicity ... 7
Charge ... +2

Atom charges from the Löwdin analysis, given in e for atoms 1 to 8: atom 1 (Mn): 1.2413, atom 2 (Cl): 0.6502, atom 3 (O): -0.2906, atom 4 (O): -0.3655, atom 5 (O): -0.4686, atom 6 (O): -0.3478, atom 7 (N): 0.0599, atom 8 (C): -0.1271


[2]
ORCA calculation (ωB97M-V with the def2-TZVPD basis set) on C22H24ClI2OPReSb as an isolated structure at a distorted geometry.

Atoms and positions in Å:
I: 1.96179 -3.26239 -3.00397
I: -0.82407 -3.33737 -2.29661
Re: 0.13761 -0.51485 -1.79459
P: 0.01749 0.51046 -3.74987
C: -1.52046 0.74737 -4.73586
C: 0.78605 2.02800 -4.29315
H: 1.82628 -0.80555 -4.54334
H: 0.69319 -0.19070 -5.83707
H: 0.27080 -1.62401 -4.80467
C: 0.78318 -0.65557 -4.84207
H: 1.81704 2.06428 -3.92886
H: 0.76583 2.01957 -5.39583
H: -1.21521 0.99263 -5.79025
H: -2.14396 1.57979 -4.31602
H: 0.23747 2.89754 -3.91155
H: -2.13171 -0.19307 -4.73268
C: -1.77735 -0.24841 -2.03739
O: -2.93119 0.03055 -2.23591
Cl: 2.50734 -0.13726 -1.97763
C: -0.70102 3.92628 3.87119
C: 0.31058 4.01817 2.90601
C: 0.46231 3.00040 1.94780
C: -0.44593 1.90867 1.97943
C: -1.33476 1.72637 3.03600
C: -1.52141 2.76614 3.96462
Sb: 0.01198 0.08446 0.69046
C: 1.87571 -0.68092 1.47678
C: 2.40388 -1.82874 0.89394
C: 3.73580 -2.18832 1.15546
C: 4.53946 -1.41562 2.00938
C: 3.99892 -0.26057 2.56748
C: 2.67099 0.11802 2.32899
C: -1.60727 -1.15397 1.39423
C: -1.33204 -2.42574 1.89422
C: -2.39607 -3.26676 2.24311
C: -3.72622 -2.83597 2.08359
C: -3.97629 -1.55205 1.58624
C: -2.92919 -0.69703 1.22456
H: -0.85507 4.73271 4.58581
H: 1.01684 4.87461 2.90545
H: 1.32137 3.01215 1.26540
H: -1.82971 0.75313 3.21527
H: -2.25667 2.66019 4.76673
H: 1.82743 -2.43930 0.18333
H: 4.15563 -3.05801 0.66448
H: 5.58791 -1.68160 2.17144
H: 4.63845 0.39413 3.16441
H: 2.28430 1.03761 2.76306
H: -0.29839 -2.76563 2.03220
H: -2.19034 -4.25887 2.63020
H: -4.54883 -3.51261 2.31522
H: -5.00445 -1.19805 1.46524
H: -3.14801 0.30572 0.84555

Force components x, y, z for each atom (eV/Å):
I -1.5 -1.0 0.5
I 1.7 0.0 -0.3
Re 2.1 -2.5 0.1
P -1.5 3.2 -4.5
C -1.2 -0.3 0.4
C 0.9 0.7 0.8
H -0.2 0.1 -0.4
H 0.1 -0.3 0.3
H 0.1 0.2 -0.4
C 0.9 -1.4 -0.1
H -0.1 0.2 -0.2
H 0.0 0.0 0.5
H -0.3 -0.2 1.1
H 0.5 -0.7 -0.5
H 0.2 -0.1 -0.1
H 0.4 0.9 -0.2
C -6.7 1.8 -0.6
O 6.1 -1.7 1.2
Cl -1.3 0.4 0.4
C -0.7 -0.9 -0.1
C 0.1 -0.1 -0.2
C -0.5 -0.5 0.1
C 1.5 -0.3 -0.3
C -0.4 -0.3 0.3
C 1.0 0.6 -0.5
Sb 0.3 2.1 3.7
C 0.0 0.4 0.1
C 0.6 -0.4 -0.2
C -0.2 0.2 0.2
C -0.5 -0.1 -0.6
C -0.1 0.3 0.2
C -0.2 -0.3 -0.5
C 2.0 -0.8 -0.1
C 0.0 0.0 0.1
C 1.8 -0.1 0.1
C -1.3 1.0 -0.5
C -0.5 0.5 -0.2
C -2.0 -0.5 0.4
H 0.1 -0.2 -0.1
H -0.6 -0.7 0.0
H -0.6 0.2 0.1
H 0.1 0.7 -0.3
H 0.3 0.1 -0.3
H 0.2 0.2 0.3
H -0.1 0.0 0.1
H -0.4 0.1 0.0
H -0.3 -0.3 0.0
H 0.1 -0.2 -0.1
H -0.4 0.1 -0.1
H 0.0 0.0 0.0
H 0.1 0.2 0.0
H 0.3 -0.2 0.1
H 0.1 -0.3 0.1

Computed properties:
Strongest force on any atom ... 0.13472 hartree/bohr
DFT total energy ... -71899.0315 eV
Spin multiplicity ... 4
Charge ... +3

Atom charges from the Löwdin analysis, given in e for atoms 1 to 8: atom 1 (I): 0.4865, atom 2 (I): 0.4625, atom 3 (Re): 0.3663, atom 4 (P): 0.5898, atom 5 (C): -0.2130, atom 6 (C): -0.2097, atom 7 (H): -0.0147, atom 8 (H): 0.0909


[3]
ORCA calculation (ωB97M-V with the def2-TZVPD basis set) on C22H24CrN3O6S2 as an isolated structure.

Atoms and positions in Å:
Cr: 0.06651 -0.12619 -0.22470
C: 2.08555 -0.24533 -2.37681
N: 2.08867 -0.03559 -0.89827
C: 2.94378 -1.08568 -0.29635
C: 2.58687 1.31525 -0.61815
C: 3.91644 1.66128 -0.78053
C: 4.34361 2.94452 -0.47619
C: 3.41695 3.86842 -0.00647
C: 2.08143 3.53210 0.13637
C: 1.63400 2.24686 -0.19029
N: 0.32316 1.79725 -0.08986
C: -0.48983 2.30000 0.94464
C: -1.09569 3.54848 0.95445
C: -1.91649 3.91468 2.01167
C: -2.15220 3.03194 3.05557
C: -1.56229 1.77452 3.04939
C: -0.73491 1.42010 2.00011
N: -0.05011 0.12443 1.90524
C: -0.81630 -0.97066 2.54113
C: 1.27513 0.22128 2.55739
H: 3.11303 -0.19069 -2.74353
H: 1.49251 0.53393 -2.84741
H: 1.66004 -1.22018 -2.60338
H: 3.93015 -1.08887 -0.76236
H: 2.47734 -2.05372 -0.45886
H: 3.06358 -0.90067 0.76750
H: 4.62905 0.92616 -1.13385
H: 5.38273 3.21741 -0.59645
H: 3.73904 4.86973 0.25012
H: 1.37847 4.26688 0.50355
H: -0.94421 4.21423 0.11459
H: -2.39216 4.88664 2.00924
H: -2.80553 3.31425 3.87007
H: -1.76131 1.08476 3.85818
H: -0.85495 -0.83523 3.62396
H: -0.32699 -1.91399 2.31594
H: -1.82283 -0.98830 2.13227
H: 1.15519 0.51980 3.60179
H: 1.88970 0.96102 2.04679
H: 1.75537 -0.75538 2.52074
O: -3.05934 0.36823 -2.33515
S: -2.11535 -0.43990 -1.64179
O: -0.70612 -0.35576 -2.11830
O: -1.97928 -0.14871 -0.17914
C: -2.64621 -2.12898 -1.79302
C: -3.94489 -2.28442 -2.26152
C: -4.50203 -3.54674 -2.38418
C: -3.76087 -4.65950 -2.02974
C: -2.46492 -4.51047 -1.56062
C: -1.88718 -3.25432 -1.44094
S: -0.16596 -3.28916 -0.92585
O: -0.01595 -4.48871 -0.15154
O: 0.61603 -3.17404 -2.13009
O: 0.01704 -2.09336 -0.03932
H: -4.50937 -1.40425 -2.53174
H: -5.51330 -3.65155 -2.75335
H: -4.18535 -5.65097 -2.11637
H: -1.87947 -5.37277 -1.27458

Force components x, y, z for each atom (eV/Å):
Cr -0.1 0.0 0.0
C 0.0 0.0 0.0
N 0.1 0.0 0.0
C 0.0 0.0 0.0
C 0.0 0.0 0.0
C 0.0 -0.1 0.0
C -0.1 0.1 0.0
C 0.1 -0.1 0.0
C 0.0 0.0 0.0
C 0.0 -0.1 0.0
N 0.0 0.0 0.0
C 0.0 0.0 0.0
C 0.0 0.1 0.0
C 0.0 0.0 0.0
C 0.0 0.0 0.0
C 0.0 0.0 0.0
C 0.0 0.0 0.0
N 0.0 0.0 0.0
C 0.0 0.0 0.0
C 0.0 0.0 0.0
H 0.0 0.0 0.0
H 0.0 0.0 0.0
H 0.0 0.0 0.0
H 0.0 0.0 0.0
H 0.0 0.0 0.0
H 0.0 0.0 0.0
H 0.0 0.0 0.0
H 0.0 0.0 0.0
H 0.0 0.0 0.0
H 0.0 0.0 0.0
H 0.0 0.0 0.0
H 0.0 0.0 0.0
H 0.0 0.0 0.0
H 0.0 0.0 0.0
H 0.0 0.0 0.0
H 0.0 0.0 0.0
H 0.0 0.0 0.0
H 0.0 0.0 0.0
H 0.0 0.0 0.0
H 0.0 0.0 0.0
O 0.0 0.0 0.0
S 0.0 0.0 0.0
O 0.1 0.0 0.0
O 0.0 0.0 0.0
C 0.0 0.0 0.0
C 0.0 0.0 0.0
C 0.0 -0.1 0.0
C 0.0 0.0 0.0
C 0.0 0.0 0.0
C 0.0 0.1 0.0
S 0.0 -0.1 -0.1
O 0.0 0.0 0.0
O 0.0 0.0 0.0
O 0.0 0.0 0.2
H 0.0 0.0 0.0
H 0.0 0.0 0.0
H 0.0 0.0 0.0
H 0.0 0.0 0.0

Computed properties:
Strongest force on any atom ... 0.00386 hartree/bohr
DFT total energy ... -90053.4089 eV
Spin multiplicity ... 4
Charge ... 0

Atom charges from the Löwdin analysis, given in e for atoms 1 to 8: atom 1 (Cr): 0.8928, atom 2 (C): -0.0333, atom 3 (N): -0.2398, atom 4 (C): -0.0365, atom 5 (C): -0.2068, atom 6 (C): -0.0288, atom 7 (C): -0.0893, atom 8 (C): -0.0827


Which of these has the lowest strongest force on any atom?
C22H24CrN3O6S2